# 1
# C41H63N5O9

A 3-piece molecular cluster, C41H63N5O9 overall (ωB97M-V/def2-TZVPD, the Open Molecules 2025 dataset).

Values from the calculation:
* E: -2550.76145 Eh
* highest occupied orbital energy: -8.563 eV
* total charge: 0
* spin multiplicity: 1
* HOMO-LUMO gap: 7.69 eV

The geometry in XYZ format:
```
118
Properties=species:S:1:pos:R:3:lowdin_charge:R:1
C 2.39 2.58 3.31 -0.096
O 1.06 2.43 3.77 -0.208
C 0.92 2.68 5.16 -0.220
C -0.04 3.86 5.43 -0.163
C -1.13 3.98 4.37 -0.197
C -0.86 5.07 3.30 -0.175
C -2.11 5.92 2.94 -0.204
C -2.45 5.77 1.45 -0.203
C -2.85 4.31 1.16 -0.184
C -1.86 3.58 0.22 -0.173
C -1.38 2.23 0.80 -0.149
C 0.12 1.93 0.46 -0.106
C 0.22 1.09 -0.77 -0.041
C -0.10 -0.26 -0.81 -0.050
C -0.56 -0.99 0.44 -0.062
C 0.49 -1.27 1.50 -0.343
O -0.06 -2.29 2.33 -0.052
C 1.83 -1.77 0.91 -0.185
N 2.71 -0.62 0.72 0.031
C 0.01 -0.98 -2.03 -0.184
C -0.27 -2.44 -2.18 -0.100
C -1.66 -2.80 -2.81 -0.384
C -2.31 -1.65 -3.57 -0.067
C -2.56 -3.36 -1.69 -0.069
N 0.39 -0.37 -3.15 0.206
N 0.65 0.91 -3.08 0.096
C 1.04 1.59 -4.44 -0.689
O 2.11 1.22 -4.88 0.041
O 0.18 2.36 -4.83 0.044
C 0.61 1.67 -1.99 -0.206
O 0.93 2.96 -2.10 0.016
C 2.34 3.28 -2.20 -0.085
C 2.96 3.80 -0.91 -0.286
C 3.67 2.67 -0.18 -0.076
C 3.96 4.97 -1.28 -0.366
C 5.44 4.65 -1.05 -0.090
C 3.60 6.28 -0.54 -0.059
H 2.99 1.69 3.51 0.090
H 2.34 2.72 2.23 0.053
H 2.87 3.45 3.76 0.095
H 0.51 1.80 5.66 0.119
H 1.88 2.88 5.63 0.113
H 0.56 4.76 5.50 0.104
H -0.49 3.69 6.41 0.108
H -2.07 4.23 4.85 0.103
H -1.28 3.03 3.87 0.091
H -0.11 5.75 3.72 0.103
H -0.51 4.63 2.37 0.095
H -1.96 6.97 3.19 0.102
H -2.98 5.57 3.51 0.100
H -3.24 6.48 1.22 0.102
H -1.55 6.05 0.90 0.101
H -3.86 4.23 0.79 0.108
H -2.85 3.77 2.11 0.090
H -2.40 3.37 -0.70 0.113
H -1.00 4.22 -0.02 0.096
H -1.54 2.22 1.87 0.093
H -2.02 1.47 0.36 0.105
H 0.53 1.41 1.32 0.086
H 0.59 2.89 0.34 0.095
H -1.38 -0.42 0.88 0.120
H -0.99 -1.95 0.19 0.100
H 0.69 -0.41 2.15 0.134
H 0.52 -2.42 3.09 0.036
H 2.24 -2.45 1.66 0.113
H 1.63 -2.29 -0.02 0.111
H 3.54 -0.84 0.18 0.078
H 2.96 -0.25 1.62 0.067
H 0.50 -2.80 -2.87 0.124
H -0.12 -2.99 -1.26 0.090
H -1.48 -3.62 -3.50 0.112
H -3.16 -2.04 -4.12 0.059
H -1.62 -1.22 -4.29 0.076
H -2.72 -0.89 -2.90 0.086
H -2.87 -2.54 -1.05 0.077
H -3.41 -3.86 -2.13 0.051
H -1.97 -4.08 -1.12 0.075
H 2.87 2.37 -2.50 0.133
H 2.44 3.97 -3.04 0.134
H 2.23 4.24 -0.23 0.115
H 4.18 3.02 0.72 0.079
H 4.37 2.15 -0.83 0.084
H 2.96 1.91 0.16 0.046
H 3.89 5.20 -2.34 0.118
H 6.01 5.46 -1.51 0.083
H 5.72 4.65 0.01 0.075
H 5.76 3.75 -1.56 0.076
H 4.26 6.47 0.31 0.074
H 2.55 6.28 -0.25 0.068
H 3.72 7.11 -1.23 0.076
C -3.36 -6.77 -8.61 -0.069
C -3.62 -5.43 -8.34 -0.061
C -3.65 -4.99 -7.03 0.002
C -3.42 -5.90 -6.01 -0.142
C -3.17 -7.23 -6.26 -0.003
C -3.14 -7.67 -7.58 -0.065
N -3.44 -5.42 -4.62 -0.325
O -3.68 -4.25 -4.42 0.052
O -3.20 -6.23 -3.74 0.087
H -3.33 -7.11 -9.64 0.108
H -3.79 -4.74 -9.15 0.110
H -3.85 -3.95 -6.81 0.122
H -3.00 -7.92 -5.45 0.119
H -2.94 -8.71 -7.79 0.108
C -0.78 -7.64 4.08 -0.066
C -0.18 -7.62 5.33 -0.064
C 0.52 -6.51 5.75 -0.003
C 0.61 -5.42 4.90 -0.138
C 0.02 -5.42 3.64 0.012
C -0.68 -6.54 3.23 -0.055
N 1.34 -4.22 5.35 -0.331
O 1.85 -4.25 6.44 0.101
O 1.38 -3.26 4.60 0.051
H -1.34 -8.52 3.76 0.108
H -0.27 -8.48 5.99 0.109
H 0.99 -6.48 6.72 0.120
H 0.10 -4.57 2.98 0.102
H -1.14 -6.56 2.26 0.111
```

# 2
# C40H32GeI2N5O5SSn

C40H32GeI2N5O5SSn as an isolated structure (ωB97M-V/def2-TZVPD, the Open Molecules 2025 dataset).

Values from the calculation:
* E: -5478.00381 Eh
* highest occupied orbital energy (alpha / beta): -9.876 / -9.878 eV
* total charge: +1
* spin multiplicity: 1
* HOMO-LUMO gap (alpha / beta): 4.28 / 4.80 eV

The geometry in XYZ format:
```
87
Properties=species:S:1:pos:R:3:lowdin_charge:R:1
Sn 0.46 -0.78 -0.05 1.506
I -3.28 -1.77 3.65 1.132
C -1.74 -0.37 3.75 -0.586
C -1.70 0.54 4.79 -0.188
C -0.76 1.55 4.80 -0.592
I -0.76 2.89 6.41 1.036
C 0.15 1.70 3.73 -0.182
C 1.08 2.75 3.60 0.002
C 1.87 2.82 2.48 0.011
C 1.73 1.85 1.48 -0.061
N 0.88 0.86 1.60 0.004
C 0.11 0.74 2.68 -0.162
C -0.83 -0.35 2.69 -0.444
O -0.82 -1.26 1.79 -0.191
H -2.44 0.48 5.58 0.093
H 1.13 3.50 4.36 0.071
H 2.59 3.61 2.36 0.123
H 2.31 1.88 0.57 0.137
N -7.20 -1.48 -1.37 0.116
C -6.10 -0.77 -1.00 -0.319
C -6.14 0.63 -0.94 -0.014
C -5.01 1.34 -0.60 -0.049
C -3.84 0.67 -0.30 -0.311
C -3.79 -0.72 -0.32 -0.088
C -4.91 -1.44 -0.68 -0.021
S -2.37 1.53 0.19 0.658
O -2.17 1.26 1.60 -0.295
O -2.37 2.91 -0.17 -0.260
N -1.17 0.71 -0.59 -0.233
C -1.31 0.77 -1.91 -0.559
N -2.41 1.31 -2.43 0.114
C -2.48 1.46 -3.73 -0.092
C -1.46 1.04 -4.57 -0.043
C -0.40 0.38 -3.96 -0.129
N -0.32 0.23 -2.65 0.057
H -8.07 -1.01 -1.51 0.102
H -7.19 -2.48 -1.34 0.100
H -7.06 1.15 -1.17 0.113
H -5.01 2.42 -0.57 0.121
H -2.87 -1.21 -0.05 0.091
H -4.88 -2.52 -0.70 0.108
H -3.38 1.91 -4.10 0.120
H -1.50 1.19 -5.64 0.100
H 0.40 -0.06 -4.54 0.113
O 1.51 -3.12 1.20 -0.188
C 2.04 -2.29 2.03 -0.670
O 2.56 -1.27 1.62 -0.014
C 1.94 -2.64 3.49 -0.139
C 0.70 -3.49 3.69 -0.166
Ge 0.74 -4.75 2.03 1.055
C -1.21 -5.46 2.36 -0.193
C -1.26 -6.70 2.97 -0.081
C -2.51 -7.27 3.21 -0.061
C -3.65 -6.59 2.83 -0.073
C -3.57 -5.35 2.22 -0.090
C -2.33 -4.79 1.96 -0.147
C 0.29 -5.25 0.05 -0.199
C 0.58 -6.51 -0.43 -0.087
C 0.33 -6.81 -1.76 -0.063
C -0.21 -5.84 -2.59 -0.072
C -0.52 -4.59 -2.10 -0.063
C -0.29 -4.30 -0.76 -0.124
C 2.24 -5.97 2.55 -0.251
C 2.23 -6.45 3.86 -0.128
C 3.19 -7.34 4.29 -0.074
C 4.18 -7.76 3.42 -0.072
C 4.21 -7.27 2.12 -0.071
C 3.25 -6.38 1.69 -0.103
H 1.92 -1.71 4.07 0.127
H 2.84 -3.19 3.77 0.135
H -0.20 -2.89 3.63 0.035
H 0.72 -4.04 4.62 0.075
H -0.36 -7.21 3.26 0.097
H -2.56 -8.24 3.68 0.112
H -4.62 -7.04 3.01 0.110
H -4.47 -4.82 1.94 0.104
H -2.26 -3.83 1.46 0.072
H 1.00 -7.26 0.22 0.106
H 0.56 -7.79 -2.14 0.110
H -0.40 -6.08 -3.63 0.108
H -0.95 -3.83 -2.74 0.110
H -0.56 -3.31 -0.37 0.041
H 1.46 -6.13 4.55 0.092
H 3.16 -7.71 5.31 0.108
H 4.93 -8.47 3.75 0.109
H 4.99 -7.59 1.44 0.108
H 3.28 -5.98 0.68 0.108
```

Which value of E does entry 2 give?
-5478.00381 Eh